1.
C4H9NO2 | ωB97M-V with the def2-TZVPD basis set

Cartesian coordinates (Å):
H -0.840 -1.808 2.098
H 0.908 0.105 -2.124
N -0.219 -0.926 0.298
O -2.413 -1.796 0.801
H -0.209 -1.588 -0.463
H 2.784 1.845 -1.724
C 1.151 0.473 -1.115
H -0.902 0.983 -0.353
C 0.043 0.490 -0.104
H 1.882 -0.284 -0.816
C 1.798 1.852 -1.216
H -3.073 -1.697 1.478
H 0.307 0.915 0.865
H -1.480 -0.188 1.665
C -1.191 -1.178 1.281
O 1.451 2.801 -0.571

molar mass	103.1	g mol⁻¹
spin multiplicity	1
energy relative to the best compared isomer or geometry (same formula, charge and spin)	54.39	kcal/mol
HOMO energy	-8.97	eV
maximum force	0.05321	Eh/bohr



2.
C4H9NO2 | ωB97M-V with the def2-TZVPD basis set

Cartesian coordinates (Å):
O 1.810 0.268 0.492
C 3.020 0.137 -0.261
H -0.336 -0.829 1.666
H -3.565 -0.094 -0.631
H 2.910 0.588 -1.251
H -3.094 0.680 0.882
H -1.389 -1.012 -0.825
N -1.686 -0.638 0.070
H -2.406 1.265 -0.652
H 3.789 0.655 0.313
C 0.735 -0.283 -0.087
H -0.598 0.830 1.157
H 3.277 -0.918 -0.380
C -0.506 -0.197 0.783
C -2.723 0.362 -0.100
O 0.760 -0.815 -1.174

molar mass	103.1	g mol⁻¹
spin multiplicity	1
energy relative to the best compared isomer or geometry (same formula, charge and spin)	28.82	kcal/mol
HOMO energy	-8.86	eV
maximum force	0.00917	Eh/bohr



3.
C4H9NO2 | ωB97M-V with the def2-TZVPD basis set

Cartesian coordinates (Å):
N 1.371 0.537 0.054
H 1.787 0.602 -2.022
H 1.044 -0.882 -1.461
C -0.734 -0.644 0.216
H 0.053 0.655 1.657
C -0.711 1.905 0.112
H 2.023 1.216 0.414
O -1.320 -0.879 -0.806
C 1.758 -0.103 -1.191
H -0.112 2.725 0.492
H -0.745 1.975 -0.970
C 0.024 0.628 0.572
H -1.746 1.892 0.439
H 2.725 -0.580 -1.087
O -0.669 -1.542 1.228
H -1.148 -2.339 0.932

molar mass	103.1	g mol⁻¹
spin multiplicity	1
energy relative to the best compared isomer or geometry (same formula, charge and spin)	26.00	kcal/mol
HOMO energy	-8.46	eV
maximum force	0.01905	Eh/bohr



4.
C4H9NO2 | ωB97M-V with the def2-TZVPD basis set

Cartesian coordinates (Å):
H 2.084 -2.775 -0.262
C 0.760 -1.075 -0.420
O -0.027 2.414 0.910
H 0.675 -2.900 0.793
H -1.305 3.818 -0.654
H 2.005 -1.813 1.221
O -0.852 0.732 -0.391
C 1.414 -2.200 0.383
H -2.100 2.527 -1.455
H -1.010 -0.886 0.828
H 0.227 -1.498 -1.280
C -0.208 -0.257 0.422
H 0.300 0.272 1.232
N -1.308 2.849 -0.921
C -0.675 2.020 -0.038
H 1.529 -0.406 -0.827

molar mass	103.1	g mol⁻¹
spin multiplicity	1
energy relative to the best compared isomer or geometry (same formula, charge and spin)	4.57	kcal/mol
HOMO energy	-10.34	eV
maximum force	0.00979	Eh/bohr



5.
C4H9NO2 | ωB97M-V with the def2-TZVPD basis set

Cartesian coordinates (Å):
O -1.067 0.635 2.383
O 2.279 -0.718 -1.394
C 1.068 -1.165 -0.846
H -0.154 1.199 -1.961
H 0.750 0.344 0.738
H -2.842 -0.024 1.722
H -1.634 -1.261 -0.368
H 1.241 -1.810 0.097
H -0.086 2.038 -0.424
H 0.560 -1.823 -1.507
H 2.084 0.275 -1.446
C -1.290 -0.231 0.047
H -1.822 0.453 -0.583
C -1.742 0.099 1.490
N 0.405 1.259 -1.016
C 0.193 0.041 -0.201

molar mass	103.1	g mol⁻¹
spin multiplicity	1
energy relative to the best compared isomer or geometry (same formula, charge and spin)	61.95	kcal/mol
HOMO energy	-10.02	eV
maximum force	0.06933	Eh/bohr



6.
C4H9NO2 | ωB97M-V with the def2-TZVPD basis set

Cartesian coordinates (Å):
H -0.723 -1.961 -2.860
N -0.241 -1.703 -2.007
C -0.726 -1.852 -0.766
O 0.480 -1.549 -0.036
H 1.369 -0.378 1.344
H -0.049 3.017 0.557
H 0.981 1.083 -0.663
H -0.672 1.922 1.798
H -0.756 0.855 -0.483
H -0.393 -0.617 1.512
C 0.131 2.067 1.067
C 0.413 -0.413 0.808
O -1.789 -2.122 -0.277
C 0.185 0.908 0.075
H 0.718 -1.422 -1.690
H 1.071 2.165 1.620

molar mass	103.1	g mol⁻¹
spin multiplicity	1
energy relative to the best compared isomer or geometry (same formula, charge and spin)	29.99	kcal/mol
HOMO energy	-10.44	eV
maximum force	0.05009	Eh/bohr



7.
C4H9NO2 | ωB97M-V with the def2-TZVPD basis set

Cartesian coordinates (Å):
H 1.662 1.628 1.259
C 2.256 1.094 0.491
O -0.880 1.125 -0.857
C -2.140 -0.691 -0.035
N 1.613 -0.010 0.013
H 0.075 0.055 1.399
H 2.149 -0.560 -0.646
C -0.783 -0.251 -0.552
O 3.348 1.464 0.114
H -0.538 -0.828 -1.461
H 0.392 -1.557 0.730
H -2.407 -0.117 0.859
H -2.903 -0.508 -0.796
H -0.025 1.404 -1.213
H -2.143 -1.757 0.214
C 0.325 -0.490 0.480

molar mass	103.1	g mol⁻¹
spin multiplicity	1
energy relative to the best compared isomer or geometry (same formula, charge and spin)	18.90	kcal/mol
HOMO energy	-9.93	eV
maximum force	0.00713	Eh/bohr



8.
C4H9NO2 | ωB97M-V with the def2-TZVPD basis set

Cartesian coordinates (Å):
O 2.603 -0.139 -0.666
H -0.701 1.147 1.682
C 0.532 -0.543 -1.801
C -1.450 -0.465 0.594
H 1.145 -0.583 -2.689
O -2.559 -0.354 1.471
H -3.314 -0.029 0.957
C -0.635 0.826 0.645
H 1.386 1.182 0.915
C 1.398 -0.020 -0.683
H -0.344 0.079 -1.914
H -1.162 1.559 0.028
H -1.772 -0.702 -0.427
H -0.856 -1.336 0.895
H 0.183 -1.565 -1.622
N 0.759 0.717 0.279

molar mass	103.1	g mol⁻¹
spin multiplicity	1
energy relative to the best compared isomer or geometry (same formula, charge and spin)	25.46	kcal/mol
HOMO energy	-9.60	eV
maximum force	0.01456	Eh/bohr



9.
C4H9NO2 | ωB97M-V with the def2-TZVPD basis set

Cartesian coordinates (Å):
H -2.556 1.415 0.560
H 2.959 -0.253 -1.291
H -0.900 1.401 -0.106
C -1.592 0.897 0.576
H -2.180 -0.606 -0.861
C 2.279 0.545 -0.956
O 1.046 0.530 -1.642
C -1.773 -0.555 0.152
O 1.070 -2.049 1.747
H 2.155 0.456 0.134
H -1.189 0.957 1.593
H -2.472 -1.080 0.812
H 2.757 1.506 -1.165
C 0.257 -1.643 1.004
N -0.505 -1.275 0.139
H 0.584 -0.277 -1.369

molar mass	103.1	g mol⁻¹
spin multiplicity	1
energy relative to the best compared isomer or geometry (same formula, charge and spin)	33.79	kcal/mol
HOMO energy	-10.18	eV
maximum force	0.01439	Eh/bohr



10.
C4H9NO2 | ωB97M-V with the def2-TZVPD basis set

Cartesian coordinates (Å):
H 1.723 -2.388 2.200
H -0.525 -0.221 0.871
O -1.587 1.201 -2.120
H 1.440 0.908 -0.794
H 3.200 -1.654 1.528
O 0.125 -1.114 1.446
C -1.180 0.226 -1.144
H -2.143 0.743 -2.774
H 1.267 1.914 0.684
C -0.551 0.818 0.096
C 0.873 1.044 0.129
H -2.052 -0.362 -0.792
H -1.212 1.444 0.703
H -0.458 -0.487 -1.600
C 1.279 -0.767 1.113
N 2.178 -1.660 1.615

molar mass	103.1	g mol⁻¹
spin multiplicity	1
energy relative to the best compared isomer or geometry (same formula, charge and spin)	98.48	kcal/mol
HOMO energy	-8.70	eV
maximum force	0.02676	Eh/bohr